[1]
Density functional theory data (the ωB97M-V functional and the def2-TZVPD basis) for C18H25N3O4S2 in the gas phase.

Last column: Mulliken charge in e.
Geometry (Å):
C  0.04  -2.42  1.86  -0.996
C  -0.41  -1.18  1.36  -0.372
C  0.47  -0.23  0.35  2.607
N  1.78  -1.01  0.37  -0.724
C  2.75  -0.39  -0.17  0.357
S  3.94  0.62  -0.77  -0.215
C  0.57  1.19  1.12  -0.053
O  0.27  0.94  2.51  -0.382
C  0.04  2.12  3.29  -0.534
C  1.29  3.15  3.36  -0.305
C  2.67  2.33  3.57  -0.825
C  -0.33  2.37  0.46  -0.806
S  0.00  2.40  -1.36  1.433
O  -1.14  3.00  -2.17  -0.698
O  1.17  3.36  -1.55  -0.727
O  0.53  0.92  -1.93  -0.464
C  -0.04  -0.21  -1.15  -1.009
N  0.35  -1.40  -1.92  0.275
C  -0.36  -2.65  -1.62  -0.603
C  0.74  -3.82  -1.31  -0.453
C  2.15  -3.57  -2.06  -0.783
C  -1.65  -0.01  -1.40  -0.074
C  -1.97  -0.09  -2.95  -0.460
C  -3.48  0.10  -3.35  -0.489
C  -4.37  0.33  -2.09  -0.374
C  -3.89  0.42  -0.64  -0.329
N  -2.52  0.24  -0.34  -0.016
H  -0.73  -3.27  1.95  0.255
H  1.10  -2.61  2.24  0.265
H  -1.44  -0.82  1.73  0.209
H  1.63  1.65  1.12  -0.085
H  -0.97  2.65  3.08  0.265
H  -0.08  1.75  4.38  0.411
H  1.32  3.91  2.52  0.190
H  1.14  3.74  4.34  0.393
H  2.38  1.28  3.96  0.203
H  3.22  2.14  2.58  0.209
H  3.35  2.79  4.36  0.345
H  -1.43  2.33  0.75  0.302
H  0.06  3.39  0.86  0.511
H  0.54  -1.22  -2.91  0.412
H  -1.16  -2.63  -0.82  0.225
H  -0.88  -3.01  -2.59  0.427
H  0.85  -4.05  -0.20  0.157
H  0.31  -4.78  -1.79  0.421
H  2.78  -2.91  -1.37  0.094
H  2.65  -4.59  -2.30  0.368
H  1.96  -3.09  -3.09  0.177
H  -1.19  -0.27  -3.75  0.280
H  -3.86  0.03  -4.42  0.365
H  -5.49  0.45  -2.28  0.294
H  -4.66  0.63  0.18  0.329

2S+1: 1
HOMO level (Ha): -0.3219
Energy relative to the best compared isomer or geometry (same formula, charge and spin) (kJ/mol): 1194.5
HOMO-LUMO gap (eV): 8.71
SMILES: C=C[C@]1(N=C=S)[C@H](OCCC)CS(=O)(=O)O[C@]1(NCCC)c1ccccn1
Total energy (Ha): -1962.09235

[2]
Density functional theory data (the ωB97M-V functional and the def2-TZVPD basis) for a molecular structure, C22H45DyN2P3S.

Last column: Mulliken charge in e.
Geometry (Å):
Dy  -0.46  -0.03  -0.07  -0.703
P  1.64  1.41  1.56  0.804
P  -2.15  2.34  0.78  1.148
P  0.80  1.75  -1.95  0.955
H  0.91  -4.92  0.77  0.277
C  1.33  -4.70  -0.23  -0.479
C  2.49  -4.06  -0.38  -0.558
H  3.10  -3.74  0.48  0.323
C  1.94  0.95  3.32  -1.246
C  1.75  3.23  1.79  -1.341
C  3.35  1.10  0.93  -1.193
C  -3.91  2.17  0.40  -1.239
C  -2.04  2.43  2.54  -0.976
C  -1.65  3.94  0.19  -1.165
C  2.08  0.87  -2.94  -1.062
C  1.57  3.41  -1.83  -1.406
C  -0.45  2.05  -3.27  -1.095
H  0.73  -5.01  -1.10  0.283
H  2.82  -3.69  -1.37  0.236
H  2.42  -0.04  3.40  0.338
H  0.99  0.92  3.86  0.321
H  2.60  1.69  3.80  0.542
H  0.85  3.61  2.30  0.397
H  1.84  3.74  0.83  0.237
H  2.62  3.46  2.42  0.541
H  3.55  0.02  1.00  0.370
H  4.09  1.64  1.54  0.434
H  3.44  1.41  -0.12  0.257
H  -4.36  3.10  0.78  0.497
H  -4.28  1.26  0.89  0.370
H  -4.07  2.07  -0.68  0.427
H  -2.81  3.17  2.77  0.516
H  -1.07  2.81  2.89  0.283
H  -2.27  1.49  3.05  0.258
H  -2.50  4.55  0.51  0.546
H  -1.52  4.01  -0.90  0.321
H  -0.75  4.29  0.70  0.365
H  2.18  1.35  -3.92  0.449
H  1.80  -0.18  -3.07  0.219
H  3.05  0.91  -2.41  0.341
H  1.75  3.81  -2.84  0.482
H  2.54  3.37  -1.31  0.417
H  0.91  4.10  -1.30  0.322
H  0.06  2.44  -4.17  0.466
H  -1.19  2.79  -2.93  0.307
H  -0.97  1.12  -3.55  0.218
C  -0.30  -2.43  -3.10  1.001
C  -1.44  -1.97  -3.82  -0.394
C  -1.70  -2.46  -5.12  -0.623
C  -0.89  -3.41  -5.73  -0.456
C  0.22  -3.88  -5.02  -0.718
C  0.49  -3.41  -3.74  -0.368
S  0.24  -1.94  -1.51  0.399
H  -1.92  1.25  -0.17  -0.173
H  -2.12  -1.25  -3.36  0.456
H  -2.55  -2.11  -5.70  0.402
H  -1.10  -3.78  -6.73  0.443
H  0.90  -4.62  -5.43  0.435
H  1.35  -3.81  -3.19  0.264
C  0.94  -2.72  4.73  -1.296
C  -0.03  -2.23  3.73  0.629
C  -1.41  -2.06  3.81  -1.063
C  -1.84  -1.49  2.61  0.293
N  -0.73  -1.27  1.82  0.180
N  0.34  -1.78  2.52  0.259
C  -3.21  -1.14  2.19  -1.013
H  0.91  -2.11  5.65  0.332
H  0.70  -3.75  5.03  0.385
H  1.97  -2.71  4.35  0.315
H  -2.04  -2.32  4.65  0.564
H  1.27  -1.83  2.11  0.105
H  -3.92  -1.88  2.61  0.465
H  -3.52  -0.15  2.57  0.108
H  -3.34  -1.17  1.09  0.266

2S+1: 6
Net charge: +3
HOMO level (alpha / beta) (Ha): -0.5976 / -0.6118
Energy relative to the best compared isomer or geometry (same formula, charge and spin) (kJ/mol): 102.3
HOMO-LUMO gap (alpha / beta) (eV): 5.08 / 7.00
Total energy (Ha): -3281.05029

[3]
Density functional theory data (the ωB97M-V functional and the def2-TZVPD basis) for 3 unconnected molecules or ions with the total composition C35H69FN2O7S4.

Last column: Mulliken charge in e.
Geometry (Å):
C  8.37  -2.41  4.16  -1.174
C  8.53  -2.45  2.61  -0.510
C  7.18  -2.67  1.88  -0.851
C  6.95  -1.65  0.75  -0.501
C  6.69  -0.25  1.30  -0.143
C  7.01  0.89  0.32  -1.325
C  6.10  0.96  -0.93  -0.982
C  4.66  0.45  -0.65  -0.434
C  3.66  0.93  -1.72  0.273
C  2.97  2.24  -1.24  0.218
C  3.92  3.41  -1.15  -0.602
F  3.22  4.52  -0.71  -0.356
O  2.77  -0.03  -2.25  -0.440
C  2.14  -0.94  -1.37  -0.878
C  0.94  -0.40  -0.54  -0.250
N  0.89  -0.91  0.85  0.601
C  0.78  -2.37  0.89  -1.294
C  0.05  -2.96  2.12  -0.789
C  -1.42  -3.39  1.85  -0.791
C  -2.50  -2.52  2.51  -1.319
N  -2.30  -1.05  2.36  1.070
C  -3.15  -0.51  1.30  -1.526
C  -2.88  -1.15  -0.08  0.711
C  -3.98  -2.13  -0.54  -0.150
C  -3.91  -2.23  -2.08  -1.341
C  -2.55  -0.45  3.60  -0.179
S  -1.49  -0.66  4.83  -0.204
S  -4.04  0.48  3.96  -0.171
C  -4.12  1.95  2.87  -0.518
C  -2.80  2.71  2.67  -0.151
C  -2.00  2.96  3.95  -1.096
C  2.01  -0.40  1.62  0.716
C  1.67  -0.06  3.06  -0.514
O  1.92  -0.74  4.00  -0.607
O  1.05  1.12  3.18  -0.369
H  9.06  -3.11  4.64  0.331
H  8.59  -1.41  4.53  0.279
H  7.38  -2.71  4.48  0.316
H  9.20  -3.28  2.38  0.469
H  8.99  -1.53  2.26  0.379
H  6.34  -2.68  2.58  0.331
H  7.23  -3.65  1.42  0.344
H  6.12  -2.04  0.15  0.251
H  7.84  -1.67  0.11  0.245
H  7.38  -0.13  2.14  0.502
H  5.69  -0.16  1.73  0.043
H  6.91  1.83  0.86  0.350
H  8.04  0.73  0.00  0.468
H  6.51  0.25  -1.66  0.434
H  6.11  1.93  -1.42  0.563
H  4.74  -0.63  -0.57  0.123
H  4.39  0.84  0.33  0.225
H  4.28  1.27  -2.56  0.631
H  2.49  2.12  -0.27  -0.130
H  2.21  2.47  -1.99  0.078
H  4.40  3.61  -2.11  0.372
H  4.66  3.21  -0.38  0.211
H  2.81  -1.48  -0.70  0.266
H  1.73  -1.72  -2.01  0.321
H  0.02  -0.77  -1.00  0.038
H  0.85  0.69  -0.52  0.401
H  0.21  -2.67  0.01  0.604
H  1.79  -2.80  0.81  0.655
H  0.06  -2.32  3.00  0.228
H  0.60  -3.86  2.41  0.556
H  -1.54  -4.38  2.28  0.475
H  -1.59  -3.51  0.78  0.328
H  -2.59  -2.82  3.55  0.710
H  -3.47  -2.76  2.06  0.324
H  -2.88  0.54  1.18  -0.136
H  -4.22  -0.55  1.51  0.780
H  -1.88  -1.59  -0.12  -0.566
H  -2.88  -0.34  -0.80  0.218
H  -3.77  -3.11  -0.08  0.275
H  -4.92  -1.73  -0.19  0.312
H  -2.92  -2.58  -2.35  0.407
H  -4.09  -1.24  -2.49  0.149
H  -4.67  -2.94  -2.42  0.394
H  -4.61  1.67  1.94  0.221
H  -4.80  2.64  3.37  0.475
H  -3.07  3.69  2.28  0.638
H  -2.14  2.26  1.93  0.005
H  -2.36  3.82  4.53  0.377
H  -0.97  3.18  3.66  0.219
H  -1.95  2.11  4.62  0.228
H  2.38  0.53  1.18  -0.300
H  2.85  -1.11  1.67  0.182
H  0.98  1.25  4.14  0.434
C  -9.57  0.55  -2.17  -0.606
C  -8.82  -0.53  -2.97  -0.721
C  -7.32  -0.31  -2.74  -0.378
S  -7.17  0.46  -1.12  1.232
O  -6.65  1.79  -1.30  -0.723
O  -6.57  -0.47  -0.20  -0.702
C  -8.92  0.57  -0.79  -0.783
H  -10.64  0.34  -2.11  0.360
H  -9.45  1.52  -2.66  0.285
H  -9.11  -1.52  -2.60  0.302
H  -9.07  -0.49  -4.03  0.366
H  -6.77  -1.25  -2.74  0.089
H  -6.90  0.37  -3.47  0.396
H  -9.13  1.48  -0.23  0.407
H  -9.21  -0.30  -0.21  0.352
C  -0.88  3.33  -5.09  -0.614
C  -0.13  2.02  -5.39  -0.717
C  0.09  1.30  -4.06  0.012
S  -1.26  1.81  -2.99  1.319
O  -0.71  2.57  -1.89  -0.715
O  -2.15  0.70  -2.77  -0.697
C  -2.01  2.95  -4.15  -0.839
H  -1.25  3.79  -6.00  0.381
H  -0.20  4.03  -4.60  0.295
H  -0.73  1.40  -6.06  0.313
H  0.82  2.20  -5.90  0.346
H  0.06  0.22  -4.17  0.463
H  1.02  1.60  -3.59  -0.352
H  -2.43  3.79  -3.61  0.442
H  -2.80  2.41  -4.67  0.330

2S+1: 1
HOMO level (Ha): -0.2806
Energy relative to the best compared isomer or geometry (same formula, charge and spin) (kJ/mol): 0.0
HOMO-LUMO gap (eV): 7.92
SMILES: CCCCCCCC[C@H](CCF)OCCN(CCCCN(CCCC)C(=S)SCCC)CC(=O)O.O=S1(=O)CCCC1.O=S1(=O)CCCC1
Total energy (Ha): -3703.71340